# 1
C6H9NO | ωB97M-V/def2-TZVPD

The geometry in XYZ format:
```
17
Properties=species:S:1:pos:R:3:forces:R:3
C -0.468718 2.547696 -0.173250 0.282 -0.079 0.388
C 0.387693 1.580005 -0.453078 -0.082 -1.557 2.862
C 0.291961 0.010579 0.405840 1.261 5.330 -4.379
N -0.319934 0.007409 1.624094 -0.644 -0.084 1.159
C 1.417385 -0.804935 -0.113903 -0.300 0.103 -0.179
C 0.078955 -0.747324 -0.827124 -2.767 -5.649 1.288
C -0.904342 -2.096180 -0.448715 1.156 0.764 -1.658
O -2.087357 -2.159147 -0.668444 0.860 0.654 0.293
H -1.267592 2.400511 0.543637 0.039 0.019 0.149
H -0.327339 3.564049 -0.518982 -0.234 -0.103 -0.469
H 1.184428 1.736435 -1.173842 0.136 -0.348 0.092
H -1.318407 0.166194 1.612189 0.128 -0.289 0.097
H -0.004486 -0.691608 2.279441 -0.163 0.101 -0.039
H 1.663907 -1.720540 0.409534 -0.091 -0.151 -0.067
H 2.264208 -0.294308 -0.550537 0.031 0.000 0.074
H -0.204596 -0.459709 -1.826601 0.305 0.675 0.080
H -0.385765 -3.039127 -0.120259 0.083 0.614 0.312
```
Forces are in eV/Å.

Calculated values
HOMO level   -0.313 Eh
Largest force on an atom   7.013 eV Å⁻¹
SMILES   C=C[C@]1(N)C[C@H]1C=O
LUMO level   0.92 eV
Kohn-Sham gap   9.43 eV
Net charge   0


# 2
C6H9NO | ωB97M-V/def2-TZVPD

The geometry in XYZ format:
```
17
Properties=species:S:1:pos:R:3:forces:R:3
C 0.892335 0.729266 -0.131023 1.824 -0.507 -0.980
C 0.235615 -0.450668 -0.883136 -0.926 1.718 -5.057
C 0.195696 -0.124368 0.857767 0.617 0.960 8.187
C -1.261834 -0.192377 0.720517 -3.480 2.487 0.569
C -1.981083 0.953251 -0.033364 0.234 0.728 0.221
C -1.392621 -0.267825 -0.711776 1.158 -1.114 -2.368
H 3.046916 1.239523 -0.612962 -2.652 -3.121 2.472
H 2.881619 0.269327 0.993989 -2.150 0.880 -3.360
H 0.678209 1.775525 -0.468947 -0.092 -1.040 0.871
H 0.693077 -0.580522 -1.882810 -0.558 -0.916 0.471
H 0.525510 0.107338 2.070116 -0.458 -1.537 -3.070
H -1.957460 -0.752990 1.294588 0.374 -0.667 1.036
H -1.466422 1.930384 -0.002186 -0.136 -0.711 -0.465
H -3.092145 1.138560 0.029325 1.324 -0.854 -0.034
H -1.978829 -1.098573 -1.193740 0.429 1.299 0.446
N 2.400720 0.406497 -0.040582 2.507 3.005 0.202
O 0.466980 -1.344716 0.142849 1.988 -0.608 0.860
```
Forces are in eV/Å.

Calculated values
HOMO level   -0.332 Eh
Largest force on an atom   8.266 eV Å⁻¹
LUMO level   0.98 eV
Kohn-Sham gap   10.02 eV
Net charge   0


# 3
C6H9NO | ωB97M-V/def2-TZVPD

The geometry in XYZ format:
```
17
Properties=species:S:1:pos:R:3:forces:R:3
C 1.562663 0.638224 0.996126 0.050 -0.084 0.010
C 0.232805 0.264456 -1.080578 0.003 0.222 0.295
C 0.257941 0.358798 0.296957 0.006 -0.103 -0.264
N -2.144398 0.032900 0.581617 -0.096 -0.097 -0.114
C 0.091938 -1.570799 0.042861 -0.399 0.008 1.294
C -0.844489 -0.126037 1.052401 0.553 -0.617 -0.445
C 0.239604 0.822097 -2.265239 -0.036 0.003 -0.157
O 1.021015 -2.256491 0.354058 -0.161 0.477 -0.258
H -2.227265 0.232374 -0.406575 0.059 -0.004 0.053
H -2.820477 -0.645906 0.900970 0.071 0.024 -0.027
H -0.815136 -1.784856 -0.521189 0.048 0.265 -0.318
H -0.727053 -0.257446 2.119864 0.031 0.024 -0.037
H 1.533676 0.348693 2.046610 -0.073 -0.040 -0.061
H 2.378087 0.099110 0.515766 -0.017 0.010 -0.033
H 1.774382 1.707631 0.942160 -0.039 -0.025 -0.040
H 0.148482 1.900029 -2.401382 0.013 -0.050 0.061
H 0.338225 0.237223 -3.174425 -0.013 -0.013 0.042
```
Forces are in eV/Å.

Calculated values
HOMO level   -0.268 Eh
Largest force on an atom   1.354 eV Å⁻¹
LUMO level   0.91 eV
Kohn-Sham gap   8.20 eV
Net charge   0


# 4
C6H9NO | ωB97M-V/def2-TZVPD

The geometry in XYZ format:
```
17
Properties=species:S:1:pos:R:3:forces:R:3
H 1.793334 2.229711 -0.866587 0.121 -0.253 0.218
N 0.939702 1.688072 -0.977635 -0.229 0.383 -0.438
C 0.909598 0.597638 -0.350835 0.448 0.141 0.063
C 1.996857 0.050947 0.535560 0.012 0.193 -0.107
C -0.331260 -0.229828 -0.450627 -0.316 -0.360 0.750
C -0.234758 -1.721710 -0.224057 -0.081 0.220 -0.219
O -1.259377 0.172935 -1.481318 -0.447 0.209 -0.791
C -1.598983 0.440494 -0.217692 0.821 -0.479 0.281
C -2.526865 0.955555 0.543086 -0.449 0.217 -0.022
H 2.810498 0.769368 0.617489 -0.005 -0.008 0.014
H 1.603447 -0.154278 1.529285 0.016 -0.076 0.108
H 2.388981 -0.877293 0.124546 0.030 -0.110 0.043
H 0.039080 -1.937307 0.806077 0.052 -0.042 0.045
H -1.201405 -2.176539 -0.428707 -0.018 0.009 0.036
H 0.502091 -2.164193 -0.891691 0.092 -0.080 -0.015
H -2.410730 0.976121 1.610530 0.131 -0.052 0.168
H -3.420209 1.380307 0.122577 -0.177 0.089 -0.134
```
Forces are in eV/Å.

Calculated values
HOMO level   -0.337 Eh
Largest force on an atom   0.991 eV Å⁻¹
SMILES   [H]/N=C(\C)[C@]1(C)OC1=C
LUMO level   0.82 eV
Kohn-Sham gap   9.99 eV
Net charge   0


# 5
C6H9NO | ωB97M-V/def2-TZVPD

The geometry in XYZ format:
```
17
Properties=species:S:1:pos:R:3:forces:R:3
C 1.060601 -0.175196 0.015301 1.450 -3.468 1.353
C 0.570138 1.061014 -0.310546 -4.389 5.345 -3.939
C -0.893786 0.215058 1.176839 -4.473 8.518 1.127
C 0.003631 -0.742349 0.950167 5.274 -8.360 3.301
C 0.087689 -1.155543 -0.507281 -3.721 -2.629 -1.339
C -1.199786 -0.433966 -1.004706 2.595 3.909 -0.364
H 3.281363 1.048701 -0.746417 -2.423 -2.726 1.543
H 0.758205 2.050799 0.318646 0.551 -2.251 -1.679
H 0.672541 0.916646 -1.485084 0.603 2.255 1.811
H -0.509274 1.106615 1.797669 -0.556 -1.527 0.012
H -1.961738 0.143322 1.387512 0.230 -1.022 0.630
H 0.177969 -1.617121 1.778754 0.014 2.288 -2.215
H 0.014767 -2.273118 -0.657538 1.309 1.416 0.062
H -2.114590 -0.796842 -0.641769 -1.062 -0.987 0.484
H -1.396712 0.036268 -1.994836 0.729 -1.167 0.093
N -0.908827 0.871072 -0.171230 -0.751 -0.743 -0.344
O 2.357806 -0.255357 0.094526 4.618 1.150 -0.537
```
Forces are in eV/Å.

Calculated values
HOMO level   -0.334 Eh
Largest force on an atom   10.421 eV Å⁻¹
LUMO level   -1.96 eV
Kohn-Sham gap   7.13 eV
Net charge   0


# 6
C6H9NO | ωB97M-V/def2-TZVPD

The geometry in XYZ format:
```
17
Properties=species:S:1:pos:R:3:forces:R:3
C 1.882192 1.020441 0.752799 -0.269 0.131 -0.015
C -1.782338 -0.806344 -1.643146 0.071 -0.135 -0.199
C 0.997035 -0.161472 1.104723 -0.952 -0.205 -0.538
C -0.644757 -0.708953 -0.696328 -0.882 0.322 0.065
C 0.594939 -1.035550 -0.617423 0.262 0.490 1.140
C -0.791644 0.047740 0.676744 1.603 -1.751 -0.231
N -1.250897 1.282855 0.579971 0.210 1.216 -0.936
O 1.260457 -0.889182 2.043041 0.009 -0.084 -0.077
H -0.614386 1.986396 0.957944 -0.431 -0.100 0.685
H 1.490167 -1.505677 -0.972790 -0.028 -0.096 -0.197
H -1.216250 -0.691493 1.365808 0.346 0.293 0.314
H 1.578581 1.488968 -0.183905 0.104 -0.039 -0.013
H 1.824596 1.768696 1.547246 0.033 -0.044 0.039
H 2.914635 0.671802 0.700572 -0.071 0.030 -0.052
H -2.547215 -1.477173 -1.241941 0.040 0.024 -0.038
H -1.459403 -1.172421 -2.618072 -0.096 0.005 0.039
H -2.235713 0.181367 -1.755242 0.050 -0.057 0.014
```
Forces are in eV/Å.

Calculated values
HOMO level (alpha / beta)   -0.302 / -0.312 Eh
Largest force on an atom   2.385 eV Å⁻¹
LUMO level (alpha / beta)   -1.05 / -1.07 eV
Kohn-Sham gap (alpha / beta)   7.16 / 7.42 eV
Net charge   0


# 7
C6H9NO | ωB97M-V/def2-TZVPD

The geometry in XYZ format:
```
17
Properties=species:S:1:pos:R:3:forces:R:3
C 0.333658 0.472126 0.602020 0.743 -0.397 8.871
C 0.134641 0.106123 3.150464 1.516 -1.292 4.433
C 0.339074 -0.647133 -0.349049 -5.920 1.004 1.432
C -0.375975 0.610562 -0.905682 0.284 -1.923 -3.724
C -0.701029 -1.769804 -0.064312 0.106 3.770 0.405
C 0.409756 1.512060 -1.784949 -2.417 -3.095 -2.884
N -0.036678 0.330506 2.012352 0.140 0.350 -8.719
O 0.039080 -0.120208 4.298175 -0.693 0.200 0.767
H 1.131461 1.188904 0.771681 0.049 0.790 -1.412
H 1.203376 -1.043214 -0.692023 3.173 -0.310 -1.266
H -1.465710 0.456167 -0.926295 0.619 0.789 0.239
H -1.486158 -1.357760 0.590535 -0.257 -0.078 -0.937
H -0.354496 -2.524217 0.504214 1.872 -2.574 2.005
H -0.960430 -2.188609 -0.976995 -1.253 -0.596 -1.764
H 1.393269 1.484260 -1.500071 2.542 0.349 0.749
H -0.003988 2.462253 -1.852305 -0.503 1.889 -0.137
H 0.400148 1.027985 -2.877762 -0.001 1.123 1.941
```
Forces are in eV/Å.

Calculated values
HOMO level (alpha / beta)   -0.119 / -0.382 Eh
Largest force on an atom   8.911 eV Å⁻¹
<S²>   2.01
LUMO level (alpha / beta)   1.02 / -3.52 eV
Kohn-Sham gap (alpha / beta)   4.25 / 6.87 eV
Net charge   0
Spin multiplicity   3


# 8
C6H9NO2 | ωB97M-V/def2-TZVPD

The geometry in XYZ format:
```
18
Properties=species:S:1:pos:R:3:forces:R:3
C -0.655588 0.520954 0.069137 1.497 -2.068 -0.541
C 0.851224 -0.903596 0.312289 -1.663 1.757 -0.766
C -0.549756 1.160498 1.335944 0.086 0.212 0.709
C 1.036839 -0.762279 1.785088 -0.312 -0.414 0.032
C 0.581518 0.633407 2.213098 -0.030 0.116 -0.121
C -1.189915 0.332043 -2.285701 -0.122 -0.136 -0.186
N -0.928568 1.075648 -1.079537 -0.052 0.567 0.273
O 0.672870 -2.154802 -0.106172 0.129 0.074 0.393
O -1.397715 1.942203 1.760981 0.197 -0.065 -0.183
H 0.481408 -1.532551 2.331738 0.045 -0.043 0.056
H 2.096906 -0.909011 2.013663 0.010 -0.062 -0.103
H 1.402688 1.348831 2.136641 0.024 0.013 0.036
H 0.242231 0.632497 3.248916 -0.020 0.087 -0.032
H -0.387345 0.480529 -3.011621 0.023 -0.035 0.015
H -1.261589 -0.725919 -2.038258 -0.047 0.075 0.006
H -2.128956 0.656661 -2.736428 -0.003 -0.051 -0.022
H 0.563566 -2.187283 -1.068258 0.158 0.220 0.252
H -0.902660 2.089907 -1.190792 0.078 -0.247 0.184
```
Forces are in eV/Å.

Calculated values
HOMO level (alpha / beta)   -0.266 / -0.266 Eh
Largest force on an atom   2.610 eV Å⁻¹
LUMO level (alpha / beta)   0.06 / 0.06 eV
Kohn-Sham gap (alpha / beta)   7.31 / 7.31 eV
Net charge   0


# 9
C6H9NO2 | ωB97M-V/def2-TZVPD

The geometry in XYZ format:
```
18
Properties=species:S:1:pos:R:3:forces:R:3
C -0.886324 -0.233813 1.945692 -1.084 -0.411 0.369
C 0.772972 0.555894 -1.207187 -0.124 0.007 0.111
C -0.339623 -0.343226 -1.757538 0.076 -0.021 -0.115
C 0.830000 0.158655 0.265713 0.709 0.053 -0.100
C -0.255846 0.208887 3.245952 -0.362 -0.415 -2.961
C -1.178322 -0.608508 -0.567799 0.329 0.442 2.470
N -0.540518 -0.242757 0.603554 0.094 0.225 0.407
O -2.154511 -0.742328 2.152169 0.562 0.193 -0.340
O -0.911640 0.089130 4.273805 -0.001 -0.070 0.077
H 1.728339 0.408482 -1.708816 -0.026 0.035 0.052
H 0.486720 1.604414 -1.301841 0.017 -0.026 0.007
H -0.922089 0.141408 -2.543754 0.091 -0.063 -0.070
H 0.071902 -1.273472 -2.166147 -0.006 0.020 -0.100
H 1.484691 -0.709176 0.402461 -0.071 0.096 0.061
H 1.175886 0.962579 0.912079 -0.079 -0.012 0.055
H 0.748430 0.642764 3.214941 0.075 -0.010 0.069
H -2.164164 -1.018237 -0.536826 -0.284 -0.095 0.117
H -2.288941 -0.678146 3.118113 0.085 0.053 -0.108
```
Forces are in eV/Å.

Calculated values
HOMO level (alpha / beta)   -0.256 / -0.255 Eh
Largest force on an atom   3.012 eV Å⁻¹
LUMO level (alpha / beta)   0.23 / 0.49 eV
Kohn-Sham gap (alpha / beta)   7.19 / 7.42 eV
Net charge   0


# 10
C6H9NO2 | ωB97M-V/def2-TZVPD

The geometry in XYZ format:
```
18
Properties=species:S:1:pos:R:3:forces:R:3
C 5.233129 2.226968 4.148826 -0.177 0.418 0.371
C 4.758812 2.267567 2.719434 0.202 -0.163 0.259
C 4.524334 1.020770 1.953386 -0.516 0.080 -1.810
O 3.796703 -0.065240 2.490939 1.165 -0.856 1.743
C 2.816379 0.806299 3.092414 -1.269 -0.264 -0.975
C 3.347901 1.968042 2.244234 -0.658 0.370 0.539
C 2.581414 2.579454 1.183236 0.831 1.692 -3.260
N 2.353963 3.023706 0.107365 0.096 -1.219 3.525
H 4.917228 1.308563 4.659546 0.052 0.287 -0.136
H 6.331070 2.255147 4.177757 -0.295 -0.030 -0.102
H 4.864194 3.101466 4.700932 0.083 -0.257 0.023
H 5.199682 3.046408 2.091823 0.121 -0.375 0.102
H 5.071819 0.802244 1.035221 -0.440 0.128 0.117
H 1.808195 0.477472 2.813159 0.240 0.059 -0.182
H 2.816527 0.846027 4.188954 0.528 0.264 -0.303
O 2.126017 -0.126150 -0.149045 -0.976 2.281 -2.823
H 2.657526 -0.464431 0.591490 0.630 1.377 -0.717
H 2.269791 0.779346 -0.769646 0.383 -3.792 3.630
```
Forces are in eV/Å.

Calculated values
HOMO level   -0.355 Eh
Largest force on an atom   5.264 eV Å⁻¹
SMILES   C[C@H]1[C@H]2OC[C@]21C#N.O
LUMO level   0.64 eV
Kohn-Sham gap   10.30 eV
Net charge   0


# 11
C6H9NO2 | ωB97M-V/def2-TZVPD

The geometry in XYZ format:
```
18
Properties=species:S:1:pos:R:3:forces:R:3
C 2.772415 0.002613 0.581475 2.830 -4.957 -1.452
C -0.105658 -0.313002 -0.092953 -2.633 -0.195 -0.665
C 2.264224 -0.268599 -0.788290 -1.548 3.571 -0.732
C 0.865828 0.435560 -0.994345 0.606 0.128 2.102
C -1.439125 0.263609 0.241624 2.288 -1.688 0.088
C -2.410999 -0.569458 0.897970 -0.310 -1.630 1.086
N 2.356547 0.661822 1.470559 -1.418 2.685 3.048
O 0.028410 -1.534468 0.117030 0.637 0.994 0.055
O -1.686025 1.517484 0.022594 0.686 2.860 -0.975
H 3.700941 -0.732276 0.803801 -1.240 1.466 -0.177
H 2.868629 0.511661 -1.279116 0.713 -1.405 -1.097
H 2.255699 -1.315978 -1.023316 0.453 -0.107 -0.511
H 0.466676 0.437200 -1.991489 0.088 -0.474 -0.689
H 0.939600 1.531909 -0.746543 -0.034 -1.108 0.102
H -2.616450 -0.237988 1.957746 0.187 -0.369 -0.966
H -1.953373 -1.601915 0.868704 -0.899 1.015 0.362
H -3.345486 -0.556787 0.335941 -0.259 -0.102 0.089
H -2.588541 1.841602 -0.069303 -0.147 -0.682 0.331
```
Forces are in eV/Å.

Calculated values
HOMO level (alpha / beta)   -0.333 / -0.277 Eh
Largest force on an atom   5.890 eV Å⁻¹
LUMO level (alpha / beta)   -0.05 / -0.28 eV
Kohn-Sham gap (alpha / beta)   9.01 / 7.26 eV
Net charge   0


# 12
C6H9NO2S2 | ωB97M-V/def2-TZVPD

The geometry in XYZ format:
```
20
Properties=species:S:1:pos:R:3:forces:R:3
C 0.227680 2.426860 1.714649 1.888 1.775 2.344
C 0.844068 1.619361 2.650127 -1.060 -2.079 -1.123
C -0.657515 0.566109 1.029622 0.860 -0.233 0.963
C -2.154357 0.460516 -0.976506 2.086 -0.362 2.379
C 1.560947 -2.525475 -1.503436 -1.241 -0.166 -1.620
C -1.451195 -0.172736 0.162579 0.240 -0.212 0.193
N -0.575573 1.850106 0.877292 -0.848 0.505 -1.437
O 0.505208 -0.067452 -2.219905 0.854 -0.857 0.778
O 1.984977 -0.225972 -0.186136 0.591 0.135 0.354
S 0.411656 -0.034340 2.335427 -1.095 1.206 -0.733
S 0.939331 -0.794144 -1.002021 -1.494 -0.807 -2.013
H 0.368692 3.507973 1.687555 -0.067 -0.289 0.013
H 1.435678 1.661943 3.516180 0.851 1.112 0.693
H -3.126608 0.174460 -1.171216 -2.093 -0.467 0.019
H -1.916929 1.475774 -0.787685 -0.439 1.253 -0.836
H -1.533602 0.041132 -1.703621 0.965 -0.027 -2.329
H 1.387618 -3.210216 -0.705196 1.013 -0.015 1.373
H 0.923976 -3.093158 -2.209186 -0.636 1.280 -0.207
H 2.489779 -2.567257 -2.084293 0.336 0.510 1.055
H -1.663830 -1.093483 0.575768 -0.711 -2.263 0.135
```
Forces are in eV/Å.

Calculated values
HOMO level (alpha / beta)   -0.307 / -0.282 Eh
Largest force on an atom   3.494 eV Å⁻¹
LUMO level (alpha / beta)   -1.24 / -1.59 eV
Kohn-Sham gap (alpha / beta)   7.13 / 6.09 eV
Net charge   0


Computed values of ΔE to the lowest compared entry with this formula, charge and spin (unit: kJ/mol) for the preceding records, in sequence: 388.13 579.41 416.19 229.53 899.65 581.06 349.88 434.50 242.39 411.30 432.12 313.20.
Computed values of electronic energy (unit: eV) for the preceding records, in sequence: -9901.581 -9899.599 -9901.291 -9903.225 -9896.280 -9899.582 -9896.937 -11948.815 -11950.806 -11949.056 -11948.840 -33619.379.